Record 1
{"formula": "C52H48BrN9P2SSeTl", "method": "the ωB97M-V functional and the def2-TZVPD basis", "elements": ["Tl", "C", "C", "N", "N", "C", "N", "S", "C", "C", "C", "C", "C", "N", "H", "H", "H", "H", "H", "H", "H", "H", "H", "C", "C", "P", "C", "C", "C", "C", "C", "C", "C", "C", "C", "C", "C", "C", "C", "P", "C", "C", "C", "C", "C", "C", "C", "C", "C", "C", "C", "C", "H", "H", "H", "H", "H", "H", "H", "H", "H", "H", "H", "H", "H", "H", "H", "H", "H", "H", "H", "H", "H", "H", "H", "H", "H", "H", "Br", "C", "C", "C", "N", "C", "C", "H", "H", "H", "H", "C", "C", "N", "C", "C", "C", "C", "C", "C", "C", "C", "N", "C", "N", "H", "H", "H", "H", "H", "H", "H", "H", "H", "Se", "C", "N"], "coordinates": [[0.74796, -0.13176, -0.03874], [1.07615, -0.26727, -4.82317], [0.94177, 0.12772, -3.38646], [0.72510, -0.69529, -2.43140], [0.58631, -2.00727, -2.72708], [-0.05482, -2.68137, -1.79900], [-0.17575, -4.00371, -2.02608], [-0.77031, -2.09551, -0.32969], [0.93719, 1.56460, -3.01849], [1.11065, 2.54335, -3.98798], [1.02731, 3.87952, -3.62683], [0.76835, 4.19724, -2.30775], [0.62576, 3.15714, -1.40163], [0.71419, 1.87590, -1.73175], [1.08286, -1.34819, -4.90750], [1.99925, 0.13360, -5.24598], [0.24390, 0.12682, -5.41069], [0.08572, -4.34796, -2.93519], [-0.75708, -4.56276, -1.42857], [1.30087, 2.26465, -5.01357], [1.16025, 4.65520, -4.36954], [0.67671, 5.22083, -1.97209], [0.43442, 3.37291, -0.36629], [-2.79126, 0.83607, 2.80623], [-3.02700, -0.07656, 1.59348], [-3.17555, 0.92196, 0.05284], [-4.84918, 1.64898, 0.21308], [-5.93672, 0.99493, 0.78936], [-7.18444, 1.59738, 0.82635], [-7.36448, 2.86288, 0.28177], [-6.29164, 3.52426, -0.29451], [-5.04096, 2.92082, -0.32143], [-3.42925, -0.31123, -1.27463], [-2.82574, -0.05268, -2.50217], [-2.97189, -0.93386, -3.56663], [-3.72476, -2.08756, -3.40708], [-4.33078, -2.35602, -2.18484], [-4.18404, -1.47364, -1.12707], [-1.34562, 1.24636, 3.11521], [-0.29498, 1.98320, 1.79746], [1.31424, 2.25229, 2.65584], [1.58421, 1.82860, 3.95416], [2.82499, 2.06262, 4.53133], [3.81295, 2.73381, 3.82463], [3.55355, 3.16860, 2.53201], [2.31572, 2.92477, 1.95637], [-0.88896, 3.73437, 1.75268], [-0.55717, 4.60212, 2.79566], [-1.03891, 5.90234, 2.81098], [-1.85572, 6.36058, 1.78659], [-2.19246, 5.50811, 0.74671], [-1.71863, 4.20357, 0.73503], [-3.14546, 0.31483, 3.69751], [-3.41584, 1.73112, 2.72022], [-3.92164, -0.67475, 1.77142], [-2.20340, -0.78430, 1.47621], [-5.82428, 0.00384, 1.21215], [-8.01933, 1.07775, 1.27836], [-8.33996, 3.33049, 0.30965], [-6.42444, 4.51196, -0.71683], [-4.20304, 3.44641, -0.76363], [-2.22549, 0.84445, -2.62181], [-2.50393, -0.71730, -4.51917], [-3.84389, -2.77622, -4.23379], [-4.91940, -3.25558, -2.05637], [-4.64442, -1.71056, -0.17473], [-0.79683, 0.38496, 3.49723], [-1.36452, 2.00054, 3.90621], [0.84538, 1.28560, 4.52786], [3.01638, 1.71210, 5.53712], [4.77766, 2.91841, 4.27927], [4.31260, 3.70014, 1.97111], [2.13851, 3.27414, 0.94512], [0.08672, 4.27268, 3.60100], [-0.76823, 6.56023, 3.62638], [-2.22995, 7.37581, 1.80242], [-2.83448, 5.85320, -0.05425], [-1.99640, 3.53997, -0.07180], [7.67344, 1.09188, -0.11206], [5.82045, 0.81032, -0.11790], [5.21017, 0.16285, 0.93908], [3.84029, -0.01794, 0.89687], [3.08631, 0.40999, -0.12138], [3.69220, 1.03352, -1.13744], [5.05364, 1.25528, -1.18285], [5.77703, -0.19357, 1.78666], [3.32114, -0.51119, 1.70424], [3.06703, 1.37652, -1.94359], [5.49950, 1.76388, -2.02493], [3.68624, -4.12341, -1.39196], [3.17589, -2.85520, -1.15673], [2.40940, -2.56382, -0.10824], [2.11617, -3.54518, 0.74520], [2.58632, -4.84491, 0.61526], [3.39765, -5.12585, -0.48178], [2.35247, -5.84115, 1.68274], [1.20332, -6.10309, 2.29363], [-0.14810, -5.61717, 1.90722], [-0.78214, -6.10017, 0.76562], [-2.10109, -5.73021, 0.57776], [-2.74272, -4.90689, 1.40558], [-2.03640, -4.48838, 2.45015], [-0.78676, -4.81914, 2.76076], [4.30693, -4.30874, -2.25752], [3.40170, -2.03553, -1.83232], [1.50453, -3.28100, 1.60166], [3.80605, -6.12114, -0.61148], [3.24213, -6.34997, 2.04073], [1.21176, -6.76798, 3.15105], [-0.27711, -6.78225, 0.09478], [-2.67595, -6.11365, -0.26103], [-2.53786, -3.81783, 3.13977], [0.89448, -2.05498, 4.60994], [1.05764, -1.21132, 3.07673], [1.20893, -0.58513, 2.09348]], "forces_ev_per_angstrom": [[-0.079, 0.388, -0.251], [-0.010, -0.032, 0.026], [-0.108, 0.080, 0.031], [0.149, -0.008, -0.265], [-0.110, 0.091, 0.377], [0.179, -0.172, -0.335], [-0.060, 0.071, 0.071], [-0.212, -0.078, 0.156], [-0.025, -0.113, -0.013], [-0.003, 0.011, 0.003], [0.010, 0.040, -0.011], [-0.012, -0.002, -0.023], [0.097, -0.029, -0.035], [-0.019, 0.025, -0.075], [0.005, -0.010, -0.003], [-0.007, -0.005, -0.003], [0.003, 0.008, 0.007], [0.001, -0.012, -0.003], [-0.001, -0.041, 0.054], [-0.014, 0.003, 0.004], [-0.010, -0.007, 0.003], [0.003, -0.014, 0.009], [-0.038, 0.028, 0.176], [-0.069, 0.148, -0.029], [-0.004, 0.044, 0.116], [0.183, 0.112, -0.126], [0.013, -0.020, 0.019], [-0.044, -0.004, 0.013], [0.009, 0.023, 0.000], [-0.001, -0.020, 0.003], [0.030, -0.003, 0.013], [-0.060, 0.010, 0.029], [-0.111, -0.019, 0.015], [0.003, -0.028, -0.056], [-0.006, 0.027, 0.068], [0.014, -0.011, 0.006], [0.038, -0.024, -0.004], [0.039, 0.020, 0.046], [-0.020, -0.080, -0.072], [0.439, 0.100, 0.130], [-0.104, 0.064, 0.054], [-0.031, -0.016, 0.004], [0.022, 0.010, -0.032], [-0.018, -0.022, 0.005], [-0.021, -0.013, 0.004], [0.023, 0.018, -0.061], [-0.176, -0.120, -0.092], [-0.005, 0.008, 0.005], [0.019, -0.013, 0.007], [0.004, -0.022, -0.001], [-0.032, -0.014, 0.022], [0.066, -0.037, -0.045], [-0.017, 0.038, 0.031], [0.009, 0.001, -0.045], [0.023, -0.057, -0.042], [0.033, -0.008, 0.012], [0.002, 0.015, -0.010], [-0.002, 0.003, -0.004], [0.003, 0.000, 0.001], [-0.005, -0.003, -0.002], [0.006, -0.012, -0.031], [-0.024, 0.004, 0.017], [0.009, -0.011, 0.001], [-0.006, -0.001, 0.001], [0.005, 0.001, -0.003], [-0.023, 0.019, -0.032], [-0.026, -0.047, -0.023], [0.034, -0.051, 0.076], [-0.003, 0.005, 0.002], [-0.004, 0.002, -0.002], [-0.005, 0.005, -0.002], [-0.003, -0.005, 0.004], [-0.023, 0.003, -0.003], [0.011, -0.030, -0.004], [-0.010, -0.001, 0.003], [0.010, 0.000, -0.003], [-0.001, -0.005, 0.008], [-0.005, -0.059, -0.027], [0.041, 0.007, -0.001], [0.056, 0.010, -0.009], [-0.055, -0.028, 0.037], [0.024, 0.052, -0.044], [0.018, 0.059, 0.005], [0.036, -0.013, 0.102], [-0.045, -0.003, -0.002], [-0.008, 0.002, 0.002], [-0.015, -0.022, 0.012], [-0.040, 0.012, -0.076], [-0.010, 0.000, -0.003], [-0.051, 0.043, 0.071], [0.075, -0.035, 0.032], [-0.018, -0.016, -0.132], [-0.063, 0.168, 0.099], [0.152, -0.175, -0.013], [0.008, 0.010, -0.012], [0.020, 0.048, 0.003], [-0.051, 0.023, -0.058], [0.009, -0.091, 0.132], [0.028, 0.009, -0.031], [-0.060, 0.060, -0.081], [0.077, -0.013, -0.003], [0.027, 0.037, 0.021], [-0.019, -0.009, -0.062], [0.005, -0.008, 0.004], [-0.023, -0.015, -0.010], [-0.017, 0.015, -0.023], [-0.006, 0.000, -0.008], [-0.008, 0.007, 0.003], [-0.023, -0.008, -0.013], [-0.007, 0.008, -0.011], [0.022, 0.017, 0.004], [0.009, 0.011, 0.003], [-0.052, 0.070, -0.066], [0.095, -0.002, 0.092], [-0.057, -0.377, 0.170]], "total_energy_ha": -8731.7843, "orbital_gap_ev": 6.67, "charge": 1, "multiplicity": 1}

=====

Record 2
{"formula": "C52H48F3N10O14", "method": "the ωB97M-V functional and the def2-TZVPD basis", "elements": ["C", "C", "N", "C", "C", "C", "C", "N", "C", "C", "C", "F", "C", "F", "F", "N", "H", "H", "H", "H", "H", "H", "H", "H", "H", "H", "H", "H", "H", "C", "C", "C", "C", "C", "C", "N", "O", "O", "H", "H", "H", "H", "H", "C", "C", "C", "C", "C", "C", "N", "O", "O", "H", "H", "H", "H", "H", "C", "C", "C", "C", "C", "C", "N", "O", "O", "H", "H", "H", "H", "H", "C", "C", "C", "C", "C", "C", "N", "O", "O", "H", "H", "H", "H", "H", "C", "C", "C", "C", "C", "C", "N", "O", "O", "H", "H", "H", "H", "H", "C", "C", "C", "C", "C", "C", "N", "O", "O", "H", "H", "H", "H", "H", "C", "C", "C", "C", "C", "C", "N", "O", "O", "H", "H", "H", "H", "H"], "coordinates": [[2.31308, -1.23280, 8.84951], [2.39150, -2.12609, 7.54927], [1.38533, -1.57561, 6.57268], [1.97017, -1.46287, 5.22802], [1.74577, -2.45590, 4.11318], [2.36299, -2.28559, 2.81631], [3.15870, -1.04902, 2.70444], [3.21515, -0.26208, 3.80111], [4.00334, 0.99534, 3.59147], [3.33058, 1.96064, 2.56367], [1.81127, 2.18453, 2.78746], [0.92829, 1.24368, 3.22201], [1.30750, 3.43431, 2.48612], [0.73758, 4.14834, 3.45933], [1.39465, 3.85868, 1.22699], [2.72587, -0.37933, 4.99169], [2.83843, -1.77104, 9.66540], [2.74318, -0.21851, 8.67261], [1.23503, -1.07179, 9.07872], [3.39641, -2.02753, 7.08134], [2.10035, -3.17487, 7.76292], [1.26096, -0.59738, 6.84974], [1.12367, -3.33991, 4.32454], [2.24359, -2.97867, 1.96929], [3.66068, -0.77191, 1.75357], [4.25649, 1.46454, 4.56595], [4.97868, 0.64899, 3.16891], [3.57226, 1.60498, 1.53637], [3.81862, 2.95394, 2.69669], [3.47789, -8.77617, 2.00183], [4.63946, -8.01752, 2.08076], [4.65231, -6.84251, 2.81546], [3.49605, -6.43984, 3.47054], [2.32823, -7.18723, 3.39181], [2.32309, -8.35961, 2.65271], [3.51254, -5.21581, 4.26562], [4.53689, -4.57524, 4.30061], [2.49398, -4.90338, 4.85453], [3.47294, -9.69681, 1.43143], [5.53594, -8.34521, 1.57118], [5.56094, -6.25892, 2.87130], [1.42553, -6.87299, 3.89774], [1.42024, -8.95220, 2.58622], [-0.36411, 5.16930, -1.08161], [-1.70629, 4.97041, -1.39035], [-2.11046, 4.90706, -2.71743], [-1.15928, 5.03363, -3.72012], [0.17929, 5.23602, -3.42001], [0.57427, 5.30708, -2.09515], [-1.57669, 4.94006, -5.11913], [-2.75533, 4.78130, -5.34614], [-0.72106, 5.02151, -5.96920], [-0.04807, 5.21592, -0.04794], [-2.43559, 4.86460, -0.59836], [-3.15223, 4.75710, -2.94940], [0.92091, 5.33940, -4.20099], [1.61718, 5.46466, -1.85070], [0.37858, 0.04689, -3.22817], [0.92306, -1.20294, -3.49867], [1.97451, -1.68136, -2.73691], [2.47101, -0.90203, -1.70109], [1.93987, 0.35427, -1.42732], [0.88817, 0.82767, -2.19783], [3.55816, -1.42062, -0.87943], [4.00603, -2.50816, -1.15303], [3.95211, -0.73606, 0.05012], [-0.44462, 0.41164, -3.82066], [0.52100, -1.80540, -4.30269], [2.38994, -2.65589, -2.95441], [2.32825, 0.96562, -0.62384], [0.46128, 1.80176, -1.99236], [-1.85039, -1.86384, 3.59492], [-1.55625, -2.05485, 4.94159], [-2.41067, -2.81554, 5.72809], [-3.54246, -3.37962, 5.15872], [-3.84424, -3.18706, 3.82001], [-2.99257, -2.42410, 3.03705], [-4.42717, -4.20197, 5.98420], [-4.14412, -4.33386, 7.15248], [-5.38717, -4.70531, 5.45038], [-1.18260, -1.27449, 2.97604], [-0.66361, -1.62081, 5.35106], [-2.18058, -2.96112, 6.77479], [-4.72938, -3.62241, 3.37699], [-3.21598, -2.26856, 1.98946], [-6.02246, 0.27010, -6.52043], [-5.44453, -0.96447, -6.78144], [-4.36984, -1.39900, -6.02657], [-3.88337, -0.58995, -5.00873], [-4.44678, 0.65325, -4.74501], [-5.52278, 1.08115, -5.50871], [-2.77132, -1.06888, -4.19469], [-2.29969, -2.15235, -4.46550], [-2.38186, -0.37052, -3.28356], [-6.86882, 0.60329, -7.10871], [-5.83722, -1.59036, -7.57218], [-3.92804, -2.36355, -6.23525], [-4.06750, 1.28835, -3.95520], [-5.97806, 2.04179, -5.31193], [-8.16546, 5.72031, 0.44020], [-8.57303, 5.29679, -0.81830], [-7.68942, 4.61589, -1.64141], [-6.40184, 4.36148, -1.19098], [-5.98283, 4.78684, 0.06161], [-6.87114, 5.46956, 0.87798], [-5.47583, 3.62269, -2.04611], [-5.86687, 3.28775, -3.14120], [-4.36521, 3.39262, -1.61274], [-8.85980, 6.24729, 1.08312], [-9.58162, 5.49541, -1.15617], [-8.01553, 4.29015, -2.61941], [-4.97849, 4.59349, 0.41214], [-6.55673, 5.80379, 1.85800], [5.57870, -0.17365, -6.84780], [6.45727, 0.89792, -6.75010], [6.02791, 2.10089, -6.21014], [4.71805, 2.21634, -5.76796], [3.83055, 1.15451, -5.86773], [4.26619, -0.04445, -6.41123], [4.26725, 3.47384, -5.17514], [5.05706, 4.38691, -5.11702], [3.12740, 3.52710, -4.77080], [5.91859, -1.11377, -7.26513], [7.47849, 0.79386, -7.09267], [6.71864, 2.92959, -6.13802], [2.80747, 1.24521, -5.52741], [3.58371, -0.88079, -6.49179]], "forces_ev_per_angstrom": [[-0.195, -0.575, -0.885], [-0.172, 0.686, 0.514], [1.245, 0.576, -2.053], [-0.247, -0.918, -1.250], [0.863, 1.081, -0.149], [0.248, 2.434, 2.815], [-2.054, -2.586, 1.310], [1.712, 1.140, -2.696], [0.940, 0.211, -0.377], [-0.445, -0.705, -0.497], [0.598, 1.565, -1.506], [0.899, 0.173, 1.498], [0.397, -2.648, 1.266], [-1.137, 0.139, -2.032], [0.678, 1.632, 1.521], [-1.658, -1.908, 0.984], [-0.432, 0.633, -0.347], [-0.049, -0.849, 0.132], [0.731, -0.326, 0.193], [-0.482, -0.493, 0.581], [0.526, 0.621, -0.126], [-0.142, -0.257, -0.116], [0.292, 0.821, -0.141], [0.059, 0.425, 0.633], [-0.303, -0.006, 1.156], [-0.735, -0.452, -0.559], [-0.741, 0.447, 0.241], [-0.134, 0.060, 0.574], [-0.324, -0.816, -0.172], [0.003, 0.005, 0.002], [-0.176, -0.022, 0.034], [0.229, 0.083, -0.022], [-0.047, -0.575, -0.363], [-0.220, 0.016, 0.080], [0.161, 0.026, -0.052], [0.059, -0.329, -0.085], [0.280, 0.358, 0.017], [-0.130, -0.142, 0.262], [-0.002, 0.038, 0.019], [-0.013, 0.047, 0.032], [-0.115, 0.076, 0.113], [0.128, 0.098, 0.059], [0.012, 0.048, 0.030], [-0.165, -0.019, -0.009], [0.275, 0.061, -0.102], [-0.012, 0.064, 0.051], [0.159, 0.039, 0.763], [0.259, 0.027, -0.269], [-0.087, -0.066, 0.141], [-0.045, 0.019, -0.085], [-0.410, -0.068, 0.031], [0.356, 0.030, -0.219], [-0.062, 0.068, -0.046], [-0.028, -0.019, -0.079], [0.128, -0.003, -0.218], [-0.153, -0.067, -0.087], [-0.017, 0.007, -0.076], [0.270, 0.095, -0.070], [0.031, 0.140, 0.033], [0.039, -0.271, -0.120], [-0.401, 0.369, -0.218], [-0.042, 0.101, 0.127], [0.067, -0.143, -0.009], [-0.372, -0.382, -0.780], [0.149, -0.082, 0.175], [0.395, 0.464, 0.071], [0.123, 0.081, 0.001], [0.000, -0.006, 0.067], [0.090, 0.065, 0.137], [0.089, -0.116, -0.023], [0.054, -0.015, -0.007], [0.010, -0.026, 0.027], [-0.459, -0.135, -0.559], [0.234, 0.056, 0.248], [0.483, 0.421, -0.385], [-0.161, -0.061, -0.175], [0.155, 0.059, 0.068], [-0.087, -0.062, 0.107], [0.208, 0.029, 0.387], [-0.309, -0.119, -0.308], [-0.039, 0.016, 0.011], [0.031, 0.027, 0.310], [-0.160, -0.112, -0.023], [-0.004, -0.066, 0.193], [-0.033, -0.020, 0.038], [-0.011, 0.077, 0.026], [-0.051, 0.106, 0.026], [0.089, -0.262, -0.072], [-0.577, 0.324, -0.381], [0.073, 0.095, 0.155], [-0.023, -0.170, -0.122], [-0.267, -0.092, -0.124], [0.254, -0.319, -0.081], [-0.196, 0.229, 0.351], [0.040, -0.002, 0.014], [0.048, -0.005, 0.031], [0.088, 0.070, 0.149], [0.055, -0.110, 0.001], [0.101, -0.016, 0.053], [-0.013, 0.007, 0.007], [0.125, 0.014, 0.127], [-0.133, -0.042, -0.168], [-0.442, 0.327, 0.413], [0.156, 0.007, 0.138], [-0.111, -0.017, -0.124], [-0.147, 0.124, 0.107], [-0.031, -0.138, -0.288], [0.119, -0.213, 0.151], [0.030, -0.012, -0.030], [0.047, -0.020, -0.026], [0.176, -0.061, 0.018], [-0.017, -0.090, -0.160], [0.024, -0.022, -0.041], [0.014, -0.022, -0.005], [-0.167, -0.080, 0.029], [0.183, 0.099, -0.008], [0.224, -0.636, -0.286], [-0.219, -0.085, 0.067], [0.170, 0.070, -0.001], [0.075, 0.012, -0.062], [0.300, 0.264, 0.013], [-0.516, -0.016, 0.210], [-0.015, 0.043, 0.001], [-0.032, 0.045, 0.013], [-0.167, 0.071, 0.076], [0.087, 0.177, 0.034], [-0.011, 0.055, 0.006]], "total_energy_ha": -3909.8001, "orbital_gap_ev": 7.42, "charge": 1, "multiplicity": 1}